1.
# C22H29BrN4O6PdS

A structure of composition C22H29BrN4O6PdS in a non-equilibrium geometry (ωB97M-V/def2-TZVPD, the Open Molecules 2025 dataset).

Values from the calculation:
Energy relative to the best compared isomer or geometry (same formula, charge and spin), kcal per mole: 9.3
Spin multiplicity: 1
E, eV: -125887.3115
E_HOMO, Eh: -0.3044
M, u: 663.89

Positions of all 64 atoms, in Å:
Pd 0.49 -0.25 -0.23
N 0.22 -2.85 0.43
C -1.08 -3.08 1.08
C -0.95 -3.27 2.58
C -0.63 -2.03 3.40
C 0.74 -1.39 3.16
N 0.70 -0.37 2.11
H 0.19 -3.13 -0.54
H 0.95 -3.39 0.88
H -1.58 -3.95 0.66
H -1.72 -2.21 0.87
H -0.19 -4.04 2.78
H -1.89 -3.69 2.94
H -0.69 -2.31 4.46
H -1.40 -1.27 3.25
H 1.48 -2.15 2.89
H 1.09 -0.95 4.10
H 1.63 0.02 1.99
H 0.11 0.41 2.41
Br 2.34 -0.24 -5.67
C 1.69 -2.00 -5.39
C 1.97 -2.89 -6.42
C 1.56 -4.21 -6.35
C 0.84 -4.65 -5.25
C 0.56 -3.76 -4.23
C 0.97 -2.43 -4.27
C 0.57 -1.61 -3.08
O 1.00 -0.37 -3.09
O -0.08 -2.09 -2.17
H 2.53 -2.54 -7.28
H 1.79 -4.88 -7.17
H 0.51 -5.67 -5.19
H 0.00 -4.08 -3.37
O 2.89 1.24 0.27
C 2.08 2.08 0.67
N 0.75 1.94 0.49
S -0.10 3.05 1.31
O -0.88 3.89 0.43
O -0.83 2.43 2.39
C 1.31 3.94 1.92
C 1.36 5.07 2.71
C 2.63 5.55 3.03
C 3.77 4.92 2.57
C 3.69 3.78 1.78
C 2.44 3.30 1.46
H 0.46 5.55 3.07
H 2.72 6.44 3.64
H 4.74 5.32 2.83
H 4.58 3.27 1.41
C -4.14 2.76 0.49
N -3.77 1.36 0.38
C -4.64 0.39 1.00
C -2.58 0.98 -0.12
O -2.19 -0.18 -0.16
H -5.08 2.94 -0.03
H -3.36 3.38 0.06
H -4.25 3.04 1.53
H -5.67 0.60 0.75
H -4.54 0.42 2.09
H -4.37 -0.61 0.65
H -2.00 1.82 -0.53
C 0.52 0.50 -2.03
H 1.23 1.33 -2.02
H -0.47 0.85 -2.32

=====

2.
# C22H29ClF6IMnN4O3PSi2

A structure of composition C22H29ClF6IMnN4O3PSi2 (ωB97M-V/def2-TZVPD, the Open Molecules 2025 dataset).

Values from the calculation:
Energy relative to the best compared isomer or geometry (same formula, charge and spin), kcal per mole: 0.0
Total charge: -1
Spin multiplicity: 5
E, eV: -128693.1089
E_HOMO (spin up / spin down), Eh: -0.1694 / -0.1691
M, u: 815.93

Positions of all 70 atoms, in Å:
Mn 0.71 1.20 -0.58
N 1.23 -0.08 1.23
N 1.76 0.83 2.16
C 1.68 2.20 1.86
O 1.91 3.02 2.72
O 1.43 2.47 0.60
H 0.29 -0.45 1.47
H 1.88 -0.84 1.08
H 1.60 0.63 3.14
Cl 4.97 -1.65 -5.15
C 3.58 -1.14 -4.23
C 2.32 -1.44 -4.67
C 1.17 -1.05 -3.95
I -0.70 -1.42 -4.77
C 1.28 -0.37 -2.76
O 0.29 0.01 -1.99
C 2.60 -0.04 -2.33
N 2.64 0.71 -1.20
C 3.79 1.13 -0.73
C 5.00 0.79 -1.36
C 4.99 0.03 -2.50
C 3.76 -0.41 -3.03
H 2.20 -1.97 -5.60
H 3.76 1.76 0.14
H 5.93 1.15 -0.94
H 5.91 -0.23 -3.01
C -0.56 -3.15 2.93
Si -1.49 -1.50 3.02
C -0.51 -0.44 4.26
C -3.13 -1.93 3.87
C -1.50 -0.70 1.36
C -1.72 0.72 1.31
C -2.52 1.37 2.31
C -2.78 2.70 2.29
C -2.22 3.49 1.28
C -1.41 2.87 0.38
N -1.13 1.54 0.38
Si -1.99 -1.74 -0.08
C -0.65 -2.92 -0.69
C -3.38 -2.92 0.43
C -2.79 -0.72 -1.44
H -0.29 -3.48 3.94
H 0.36 -3.05 2.35
H -1.15 -3.94 2.47
H -0.96 -0.49 5.25
H -0.47 0.61 3.97
H 0.51 -0.81 4.35
H -2.93 -2.40 4.84
H -3.71 -2.64 3.28
H -3.75 -1.06 4.05
H -2.98 0.74 3.06
H -3.42 3.14 3.05
H -2.39 4.56 1.21
H -0.91 3.46 -0.38
H -0.42 -3.64 0.10
H 0.27 -2.41 -0.96
H -0.99 -3.49 -1.56
H -3.06 -3.68 1.15
H -3.75 -3.45 -0.45
H -4.22 -2.38 0.86
H -2.15 0.02 -1.90
H -3.66 -0.22 -1.02
H -3.15 -1.40 -2.22
F -0.26 2.71 -2.17
P 0.72 3.52 -3.27
F 0.84 2.16 -4.12
F -0.58 3.94 -4.09
F 0.59 4.83 -2.34
F 1.70 4.28 -4.28
F 2.00 3.03 -2.36

=====

3.
# C22H29ClN2O3

A structure of composition C22H29ClN2O3 in a non-equilibrium geometry (ωB97M-V/def2-TZVPD, the Open Molecules 2025 dataset).

Values from the calculation:
Energy relative to the best compared isomer or geometry (same formula, charge and spin), kcal per mole: 446.4
Spin multiplicity: 1
E, eV: -44911.1125
E_HOMO, Eh: -0.2784
M, u: 404.94

Positions of all 57 atoms, in Å:
C -1.81 -3.12 1.65
C -1.20 -3.68 0.23
H -0.17 -3.95 0.29
O -1.41 -2.76 -0.85
C -0.62 -1.82 -1.02
C 0.47 -1.60 -0.06
C 1.29 -0.55 -0.07
C 1.02 0.59 -1.27
C -0.18 0.51 -1.98
C -0.95 -0.65 -1.76
O -2.17 -0.34 -2.51
C -3.37 -1.18 -2.30
H -3.11 -2.53 -2.48
C -3.73 -0.99 -0.72
O -4.47 -1.90 -0.33
N -3.40 0.03 -0.08
H -2.71 0.53 -0.68
C -3.61 0.39 1.25
C -3.69 2.06 1.20
C -2.63 2.73 0.82
C -2.68 3.21 -0.68
C -1.64 3.94 -0.96
C -0.37 4.06 -0.32
C -0.38 3.47 1.08
C -1.43 2.96 1.20
H -1.31 2.40 2.43
H 0.60 3.31 1.49
H 0.54 4.60 -0.82
H -1.64 4.21 -2.00
H -3.51 3.10 -1.10
H -3.93 2.33 2.26
H -4.73 2.20 0.58
H -2.68 0.20 1.81
H -4.47 -0.24 1.49
H -4.07 -0.98 -2.88
H -0.36 1.47 -2.54
Cl 2.10 1.93 -1.55
C 2.65 -0.33 0.83
N 3.76 -0.47 -0.31
H 3.66 -1.31 -0.64
C 5.17 -0.27 0.37
C 5.94 -0.08 -0.70
H 6.10 -1.18 -1.35
H 5.66 0.38 -1.69
H 6.94 0.26 -0.67
C 5.72 -1.24 1.28
H 6.64 -1.00 1.69
H 5.02 -1.32 2.18
H 5.64 -2.09 0.79
H 4.88 0.87 0.70
H 2.76 0.70 0.97
H 2.64 -1.05 1.33
H 0.98 -2.23 0.48
H -1.93 -4.58 0.01
H -2.77 -2.86 1.56
H -1.77 -3.81 2.53
H -1.28 -2.34 1.82

=====

> Number 3 is which compound?

C22H29ClN2O3

=====

Copy entry 1 word for word.
# C22H29BrN4O6PdS

A structure of composition C22H29BrN4O6PdS in a non-equilibrium geometry (ωB97M-V/def2-TZVPD, the Open Molecules 2025 dataset).

Values from the calculation:
Energy relative to the best compared isomer or geometry (same formula, charge and spin), kcal per mole: 9.3
Spin multiplicity: 1
E, eV: -125887.3115
E_HOMO, Eh: -0.3044
M, u: 663.89

Positions of all 64 atoms, in Å:
Pd 0.49 -0.25 -0.23
N 0.22 -2.85 0.43
C -1.08 -3.08 1.08
C -0.95 -3.27 2.58
C -0.63 -2.03 3.40
C 0.74 -1.39 3.16
N 0.70 -0.37 2.11
H 0.19 -3.13 -0.54
H 0.95 -3.39 0.88
H -1.58 -3.95 0.66
H -1.72 -2.21 0.87
H -0.19 -4.04 2.78
H -1.89 -3.69 2.94
H -0.69 -2.31 4.46
H -1.40 -1.27 3.25
H 1.48 -2.15 2.89
H 1.09 -0.95 4.10
H 1.63 0.02 1.99
H 0.11 0.41 2.41
Br 2.34 -0.24 -5.67
C 1.69 -2.00 -5.39
C 1.97 -2.89 -6.42
C 1.56 -4.21 -6.35
C 0.84 -4.65 -5.25
C 0.56 -3.76 -4.23
C 0.97 -2.43 -4.27
C 0.57 -1.61 -3.08
O 1.00 -0.37 -3.09
O -0.08 -2.09 -2.17
H 2.53 -2.54 -7.28
H 1.79 -4.88 -7.17
H 0.51 -5.67 -5.19
H 0.00 -4.08 -3.37
O 2.89 1.24 0.27
C 2.08 2.08 0.67
N 0.75 1.94 0.49
S -0.10 3.05 1.31
O -0.88 3.89 0.43
O -0.83 2.43 2.39
C 1.31 3.94 1.92
C 1.36 5.07 2.71
C 2.63 5.55 3.03
C 3.77 4.92 2.57
C 3.69 3.78 1.78
C 2.44 3.30 1.46
H 0.46 5.55 3.07
H 2.72 6.44 3.64
H 4.74 5.32 2.83
H 4.58 3.27 1.41
C -4.14 2.76 0.49
N -3.77 1.36 0.38
C -4.64 0.39 1.00
C -2.58 0.98 -0.12
O -2.19 -0.18 -0.16
H -5.08 2.94 -0.03
H -3.36 3.38 0.06
H -4.25 3.04 1.53
H -5.67 0.60 0.75
H -4.54 0.42 2.09
H -4.37 -0.61 0.65
H -2.00 1.82 -0.53
C 0.52 0.50 -2.03
H 1.23 1.33 -2.02
H -0.47 0.85 -2.32

=====

> The lowest energy relative to the best compared isomer or geometry (same formula, charge and spin) belongs to which entry?

C22H29ClF6IMnN4O3PSi2

=====

> Number 3 is which compound?

C22H29ClN2O3